Entry 1:
DFT (the ωB97M-V functional and the def2-TZVPD basis) results for C15H40O5 as an isolated structure.

## Properties
Calculated total energy (eV): -26421.6391
Frontier orbital gap (eV): 8.1487
Energy above the lowest of the compared OMol25 structures with the same formula, charge and spin (kcal per mole): 463.4
E_LUMO (eV): 0.3

Positions of all 60 atoms, in Å:
C  -7.96158  -23.91588  -34.25515
C  -7.66654  -22.89185  -35.40390
C  -8.78584  -22.36126  -36.34289
O  -7.05176  -21.65882  -34.97540
H  -7.10168  -24.41523  -33.80868
H  -8.68983  -24.60249  -34.68682
H  -8.53100  -23.42957  -33.46310
H  -6.97463  -23.47950  -36.00724
H  -9.26683  -23.17607  -36.88404
H  -8.67100  -21.66768  -37.17587
H  -9.52141  -21.87149  -35.70481
H  -6.62584  -21.27111  -35.74344
C  -6.97359  -18.60804  -37.67484
C  -8.28673  -18.40044  -37.01665
C  -8.29934  -18.57527  -35.50198
O  -8.78412  -17.14151  -37.46483
H  -7.18205  -18.80698  -38.72606
H  -6.44167  -19.48814  -37.31346
H  -6.30078  -17.75139  -37.63506
H  -8.98899  -19.16608  -37.34638
H  -8.29838  -19.62390  -35.20450
H  -9.26836  -18.34260  -35.06043
H  -7.47687  -18.03916  -35.02843
H  -8.01013  -16.81562  -37.92995
C  -8.60474  -17.54985  -28.81614
C  -8.13642  -16.56279  -29.86541
C  -8.64749  -16.94318  -31.22874
O  -8.59865  -15.26436  -29.56205
H  -9.38158  -17.07827  -28.21427
H  -7.80738  -17.76778  -28.10562
H  -9.02110  -18.50413  -29.13879
H  -7.05444  -16.59255  -29.99411
H  -8.38016  -16.22157  -32.00069
H  -9.73296  -17.03790  -31.25844
H  -8.30335  -17.91896  -31.57154
H  -8.21241  -14.89867  -28.76286
C  -9.81037  -20.28905  -31.05170
C  -10.73954  -19.28694  -30.32608
C  -11.08709  -18.07838  -31.11372
O  -11.94924  -20.01140  -30.08595
H  -8.79177  -19.90656  -31.11713
H  -10.06470  -20.53800  -32.08196
H  -9.82986  -21.23244  -30.50604
H  -10.36478  -18.91403  -29.37289
H  -11.67618  -17.37489  -30.52537
H  -11.80230  -18.34611  -31.89147
H  -10.19909  -17.57059  -31.49016
H  -12.26605  -20.33723  -30.93156
C  -9.06580  -20.60207  -33.94063
C  -7.82483  -19.75417  -33.57272
C  -8.00597  -18.84893  -32.39892
O  -6.71217  -20.63549  -33.29991
H  -8.76793  -21.49527  -34.48978
H  -9.65101  -19.88713  -34.51897
H  -9.67512  -21.10462  -33.18944
H  -7.61870  -19.21818  -34.49918
H  -7.98292  -19.36782  -31.44063
H  -8.95807  -18.32446  -32.31815
H  -7.34478  -17.98761  -32.49392
H  -6.74435  -21.34212  -33.94893

These are the Löwdin partial charges, in e, on atoms 1 to 6:
1. C 0.002
2. C -0.344
3. C -0.040
4. O -0.049
5. H 0.090
6. H 0.086

Entry 2:
DFT (the ωB97M-V functional and the def2-TZVPD basis) results for C44H57N2NdP3 as an isolated structure.

## Properties
Calculated total energy (eV): -92672.0316
Expectation value of S²: 3.7555
Frontier orbital gap (alpha / beta) (eV): 6.7701 / 6.8602
Net charge: +1
E_LUMO (alpha / beta) (eV): -2.8 / -2.7
Spin multiplicity: 4

Positions of all 107 atoms, in Å:
Nd  0.21737  0.13955  -0.23485
C  -2.96439  -2.25471  2.31145
N  -2.08368  -1.92129  1.19366
P  -2.53480  -0.91841  -0.15602
C  -2.84383  -2.14849  -1.47087
C  -3.39642  -3.40182  -1.22435
C  -3.56336  -4.29626  -2.26413
C  -3.18769  -3.94447  -3.55162
C  -2.65930  -2.68848  -3.80542
C  -2.47750  -1.79307  -2.76595
C  -4.22061  -0.44965  0.33216
C  -5.36381  -0.93659  -0.29010
C  -6.61053  -0.55262  0.16900
C  -6.72179  0.31376  1.24406
C  -5.58247  0.82577  1.84789
C  -4.33546  0.46310  1.37927
P  -0.41731  -2.35190  1.16383
C  -0.57916  -4.12090  1.58862
C  -0.62063  -4.63937  2.87911
C  -0.86884  -5.98627  3.06987
C  -1.09418  -6.81815  1.98625
C  -1.05943  -6.30416  0.70003
C  -0.79550  -4.96337  0.50160
C  0.18969  -1.59883  2.72324
C  -0.28385  -0.33363  3.08252
C  0.16460  0.27274  4.24311
C  1.11243  -0.36119  5.03352
C  1.62615  -1.58996  4.65185
C  1.18185  -2.20134  3.49257
H  -3.93007  -2.60642  1.94772
H  -3.13869  -1.39913  2.97150
H  -2.50838  -3.04863  2.90410
H  -3.69209  -3.67207  -0.22124
H  -3.99038  -5.26835  -2.06953
H  -3.30267  -4.65786  -4.35345
H  -2.38460  -2.41388  -4.81206
H  -2.06825  -0.80152  -2.95293
H  -5.27834  -1.62040  -1.12184
H  -7.49779  -0.94603  -0.30572
H  -7.69803  0.58309  1.61828
H  -5.67546  1.49897  2.68743
H  -3.43796  0.87865  1.82408
H  -0.46630  -3.99896  3.73543
H  -0.90362  -6.38030  4.07431
H  -1.32309  -7.86053  2.14770
H  -1.24921  -6.94956  -0.14360
H  -0.77540  -4.55428  -0.50089
H  -1.05651  0.15512  2.48284
H  -0.22703  1.23590  4.53830
H  1.45642  0.11318  5.93992
H  2.37729  -2.07430  5.25708
H  1.60120  -3.14607  3.17353
C  2.56287  0.49270  0.49072
C  3.10939  -0.84890  0.80606
C  3.74910  -1.12596  2.01876
C  4.36369  -2.34438  2.23841
C  4.35099  -3.32596  1.26169
C  3.68412  -3.09057  0.06911
C  3.06062  -1.87828  -0.14904
H  3.10196  0.87602  -0.39384
H  2.75644  1.18594  1.32416
H  3.78683  -0.35903  2.78000
H  4.88249  -2.51767  3.16966
H  4.85686  -4.26236  1.42514
H  3.66896  -3.85260  -0.69767
H  2.56627  -1.68681  -1.11453
C  0.34829  4.53050  0.62988
C  -0.55496  4.84811  -0.56591
C  -1.98759  4.71596  -0.04579
C  -0.32222  6.27189  -1.06223
P  -0.30624  3.40934  -1.83327
N  -0.33109  2.06192  -1.08876
C  1.34578  3.76552  -2.80315
C  2.42767  4.10242  -1.77359
C  1.78546  2.44312  -3.43797
C  1.29680  4.87379  -3.85209
C  -1.76783  3.41873  -3.10849
C  -1.34775  2.51410  -4.26998
C  -2.22486  4.77079  -3.64642
C  -2.91991  2.68507  -2.41512
H  0.04450  5.12273  1.49112
H  1.39128  4.74852  0.44197
H  0.25694  3.46368  0.88452
H  -2.11495  5.31844  0.85398
H  -2.18591  3.67476  0.20966
H  -2.71784  5.06258  -0.76909
H  -0.62071  6.97463  -0.28194
H  -0.91234  6.49008  -1.94788
H  0.72404  6.46082  -1.28673
H  2.40612  3.37886  -0.95725
H  2.31850  5.10776  -1.38150
H  3.40975  4.05393  -2.24626
H  1.71326  1.63132  -2.69294
H  2.82150  2.51878  -3.76470
H  1.19477  2.17448  -4.30490
H  0.94340  5.81030  -3.43044
H  0.66464  4.61451  -4.69699
H  2.30436  5.04311  -4.23702
H  -0.64192  2.99937  -4.93526
H  -2.21840  2.24368  -4.86883
H  -0.90723  1.59547  -3.87677
H  -1.40397  5.32283  -4.09531
H  -2.67138  5.38486  -2.86872
H  -2.98218  4.61581  -4.41748
H  -2.53332  1.76747  -1.95453
H  -3.68918  2.41668  -3.13723
H  -3.39118  3.27860  -1.64249

These are the Löwdin partial charges, in e, on atoms 1 to 6:
1. Nd 1.445
2. C -0.114
3. N -0.534
4. P 0.899
5. C -0.392
6. C -0.108

Entry 3:
DFT (the ωB97M-V functional and the def2-TZVPD basis) results for a 4-piece molecular cluster, C49H109O3P3 overall.

## Properties
Calculated total energy (eV): -86578.7384
Frontier orbital gap (eV): 9.0310
Energy above the lowest of the compared OMol25 structures with the same formula, charge and spin (kcal per mole): 50.9
Net charge: +2
E_LUMO (eV): -3.0

Positions of all 164 atoms, in Å:
C  -2.03127  -9.14510  0.63314
C  -2.26860  -8.59180  2.04260
C  -2.10416  -7.08635  2.14271
C  -0.66882  -6.70696  1.84429
P  -0.44084  -4.88473  1.88904
C  1.23886  -4.41694  1.41176
C  1.79385  -5.16135  0.19463
C  3.30765  -4.89479  0.00476
C  4.14490  -5.53780  1.11458
C  -0.66194  -4.22605  3.54790
C  -1.90950  -4.51488  4.41412
C  -3.17182  -3.93546  3.79016
C  -4.24782  -3.79430  4.89115
C  -1.58902  -4.14971  0.71530
C  -1.65043  -4.74951  -0.68199
C  -2.92312  -4.47437  -1.46782
C  -2.78938  -4.92683  -2.93272
H  -0.96184  -9.32691  0.49404
H  -2.40630  -8.48739  -0.15660
H  -2.49191  -10.10776  0.40791
H  -1.60357  -9.13195  2.72222
H  -3.25283  -8.96318  2.34197
H  -2.47079  -6.79167  3.12805
H  -2.86834  -6.59786  1.52881
H  -0.36215  -7.04064  0.85822
H  0.03304  -7.00500  2.62871
H  1.82953  -4.66244  2.29856
H  1.16008  -3.34393  1.20597
H  1.23296  -4.86288  -0.68516
H  1.78897  -6.24507  0.35364
H  3.45750  -3.81886  0.11266
H  3.56353  -5.37957  -0.93304
H  3.99819  -6.62485  1.11850
H  3.92119  -5.19490  2.12183
H  5.19088  -5.40679  0.84137
H  -0.33450  -3.18162  3.55186
H  0.16686  -4.77162  4.03910
H  -1.63066  -4.13000  5.39032
H  -1.93775  -5.59568  4.55283
H  -3.58779  -4.66882  3.09950
H  -3.03081  -2.92985  3.39648
H  -5.23214  -3.46570  4.54508
H  -3.91873  -3.01023  5.57650
H  -4.45948  -4.73092  5.40927
H  -1.41727  -3.06581  0.80106
H  -2.58539  -4.27520  1.16077
H  -1.55777  -5.84456  -0.63519
H  -0.73739  -4.51278  -1.23682
H  -3.18850  -3.41723  -1.52899
H  -3.72447  -4.97803  -0.91848
H  -2.37165  -4.09388  -3.48746
H  -3.81087  -5.10416  -3.28198
H  -2.30450  -5.89147  -3.07095
C  -3.87143  1.01167  1.33137
C  -4.04053  1.38767  2.79921
C  -2.82176  0.91324  3.62332
C  -2.44530  1.82925  4.79280
P  -1.05776  1.32467  5.82100
C  0.45615  1.21318  4.80158
C  0.74760  2.46463  4.02183
C  1.95557  2.35803  3.08467
C  3.24756  2.38885  3.86696
C  -0.77150  2.52495  7.12930
C  -0.85311  4.00614  6.74075
C  -0.04108  4.88926  7.67566
C  1.46717  4.61462  7.55636
C  -1.40448  -0.35244  6.45224
C  -0.23002  -0.88778  7.28779
C  -0.61572  -2.03060  8.24145
C  -0.28155  -1.77851  9.73720
H  -2.84826  1.22638  0.99833
H  -4.52927  1.53581  0.63637
H  -3.94505  -0.04598  1.05088
H  -4.91953  0.86243  3.17267
H  -4.08693  2.47807  2.80216
H  -1.99162  0.89517  2.91891
H  -3.06010  -0.07278  4.02254
H  -3.33568  1.80706  5.44561
H  -2.40950  2.88295  4.50649
H  0.17920  0.36888  4.14712
H  1.22500  0.88763  5.50511
H  1.00296  3.30129  4.67733
H  -0.09240  2.80836  3.41454
H  1.94805  3.06758  2.24939
H  1.83652  1.47965  2.43480
H  3.35358  3.29388  4.47613
H  4.12878  2.37677  3.22454
H  3.33485  1.57609  4.59335
H  0.13017  2.18244  7.64892
H  -1.52544  2.33286  7.90708
H  -1.90175  4.28933  6.85415
H  -0.56410  4.15863  5.70406
H  -0.33575  4.79829  8.72121
H  -0.14507  5.93391  7.38283
H  1.84403  3.69109  7.99918
H  1.98117  5.44437  8.04246
H  1.78011  4.58991  6.50893
H  -1.66498  -0.96443  5.59181
H  -2.25604  -0.09503  7.09636
H  0.16524  -0.08766  7.91855
H  0.51807  -1.22048  6.56660
H  0.03964  -2.89205  8.04571
H  -1.58656  -2.46055  7.99561
H  -1.13951  -1.33694  10.23807
H  0.56194  -1.08898  9.67199
H  0.08717  -2.65654  10.25441
C  5.47864  3.22495  -10.86693
C  5.04621  3.29847  -9.39567
C  3.54415  3.44363  -9.14016
C  3.32870  3.36079  -7.62132
P  1.65688  3.86346  -7.09034
C  0.46109  3.27376  -8.32353
C  -0.99807  3.33733  -7.96634
C  -1.96554  2.91981  -9.09333
C  -2.52710  1.50298  -8.89202
C  1.30446  2.96829  -5.55528
C  0.41521  3.68256  -4.51821
C  -0.25835  2.76615  -3.45900
C  0.37712  1.41405  -3.15812
C  1.59287  5.66335  -6.94613
C  2.56741  6.25040  -5.93032
C  2.89848  7.71969  -6.23659
C  3.35571  8.39807  -4.94468
H  4.66616  2.78585  -11.45190
H  6.40654  2.67052  -10.95971
H  5.62935  4.21229  -11.30588
H  5.62479  4.10596  -8.93520
H  5.40278  2.39553  -8.88638
H  3.05002  2.60190  -9.61907
H  3.28530  4.43079  -9.53072
H  3.98314  3.96300  -6.99249
H  3.44169  2.29840  -7.39390
H  0.80025  2.24217  -8.51294
H  0.79753  3.74181  -9.25748
H  -1.33777  4.37104  -7.78271
H  -1.21893  2.95502  -6.96518
H  -1.44989  2.93140  -10.05655
H  -2.76649  3.65051  -9.17907
H  -1.77771  0.83318  -8.47529
H  -2.90208  1.12919  -9.84678
H  -3.41952  1.51100  -8.26332
H  2.28158  2.63191  -5.16491
H  0.94500  1.94182  -5.71286
H  -0.35653  4.07846  -5.19101
H  0.90778  4.55564  -4.08726
H  -1.17183  2.56591  -4.03034
H  -0.46100  3.28803  -2.52970
H  -0.25104  0.86781  -2.45658
H  1.33391  1.53034  -2.63153
H  0.63286  0.81433  -4.03108
H  0.56532  6.03150  -6.89824
H  1.83938  5.99866  -7.96771
H  3.52415  5.73396  -5.82452
H  2.10209  6.18438  -4.94466
H  2.01251  8.20859  -6.63627
H  3.76821  7.83873  -6.88190
H  3.68127  9.41855  -5.17509
H  4.12548  7.91045  -4.35268
H  2.51599  8.64540  -4.28333
O  -0.34501  0.80752  1.05548
C  -0.38742  -0.61556  1.18044
O  -0.36395  -1.19245  0.06223
O  -0.47463  -1.17668  2.28556
H  -0.25979  0.64723  0.07666

These are the Löwdin partial charges, in e, on atoms 1 to 6:
1. C -0.107
2. C -0.255
3. C -0.259
4. C -0.239
5. P 1.017
6. C -0.247

Number 1: largest force on an atom 0.18036 hartree/bohr. Number 2: largest force on an atom 0.05951 hartree/bohr. Number 3: largest force on an atom 0.04728 hartree/bohr.